{"formula": "C33H25N4Sn", "method": "the ωB97M-V functional and the def2-TZVPD basis", "species": ["Sn", "C", "C", "C", "C", "C", "C", "N", "C", "C", "C", "C", "C", "C", "N", "N", "C", "C", "C", "C", "C", "N", "H", "H", "H", "H", "H", "H", "H", "H", "H", "H", "H", "H", "H", "C", "C", "C", "C", "C", "C", "C", "C", "C", "C", "C", "C", "C", "C", "C", "H", "H", "H", "H", "H", "H", "H", "H", "H", "H", "C", "H", "H"], "positions_angstrom": [[0.808, -0.463, 2.183], [1.706, -2.270, -3.107], [1.958, -3.238, -2.137], [1.362, -3.156, -0.885], [0.491, -2.101, -0.573], [0.241, -1.142, -1.557], [0.845, -1.222, -2.808], [-0.073, -1.948, 0.711], [-0.792, -2.959, 1.274], [-1.355, -4.050, 0.569], [-2.112, -5.008, 1.216], [-2.345, -4.929, 2.595], [-1.810, -3.880, 3.315], [-1.036, -2.897, 2.680], [-0.443, -1.840, 3.345], [-0.618, -1.798, 4.663], [0.002, -0.762, 5.256], [-0.078, -0.627, 6.673], [0.546, 0.419, 7.288], [1.271, 1.356, 6.519], [1.315, 1.160, 5.163], [0.705, 0.142, 4.534], [2.181, -2.333, -4.080], [2.632, -4.060, -2.355], [1.569, -3.901, -0.125], [-0.441, -0.331, -1.322], [0.628, -0.460, -3.552], [-1.199, -4.109, -0.501], [-2.539, -5.824, 0.645], [-2.939, -5.686, 3.093], [-1.969, -3.790, 4.381], [-0.636, -1.376, 7.222], [0.490, 0.533, 8.365], [1.777, 2.196, 6.973], [1.867, 1.842, 4.519], [-0.699, 1.708, 0.485], [-0.513, 2.043, -0.681], [-0.258, 2.390, -1.993], [0.821, 3.367, -2.255], [0.711, 4.345, -3.251], [1.728, 5.264, -3.470], [2.883, 5.231, -2.698], [3.002, 4.274, -1.695], [1.984, 3.358, -1.475], [-0.989, 1.722, -3.074], [-2.166, 1.000, -2.797], [-2.827, 0.289, -3.785], [-2.345, 0.275, -5.090], [-1.190, 0.988, -5.386], [-0.522, 1.700, -4.400], [-0.195, 4.392, -3.844], [1.616, 6.017, -4.242], [3.679, 5.944, -2.874], [3.897, 4.237, -1.086], [2.078, 2.608, -0.697], [-2.548, 1.006, -1.782], [-3.726, -0.264, -3.533], [-2.854, -0.294, -5.859], [-0.795, 0.979, -6.395], [0.390, 2.221, -4.654], [-0.842, 1.198, 1.783], [-0.580, 1.879, 2.593], [-1.751, 0.631, 1.979]], "forces_ev_per_a": [[0.4, 0.0, -0.6], [0.0, 0.0, 0.1], [-0.1, 0.1, 0.0], [0.0, 0.1, 0.0], [-0.1, 0.0, 0.1], [0.0, 0.0, 0.0], [0.0, 0.0, 0.0], [0.0, -0.1, 0.0], [0.0, 0.0, -0.1], [0.1, 0.1, 0.1], [0.0, 0.1, 0.1], [0.0, 0.0, -0.1], [0.1, 0.1, -0.1], [0.0, -0.1, -0.1], [-0.2, -0.1, 0.2], [0.0, 0.1, 0.0], [0.0, 0.0, 0.1], [0.0, -0.1, 0.0], [0.0, 0.0, 0.0], [0.0, -0.1, 0.0], [0.0, -0.1, -0.2], [-0.2, 0.2, 0.2], [0.0, 0.0, 0.0], [0.0, 0.0, 0.0], [0.0, 0.0, 0.0], [0.2, -0.2, 0.0], [0.0, -0.1, 0.1], [0.0, 0.0, 0.0], [0.0, 0.0, 0.0], [0.0, 0.0, 0.0], [0.0, 0.0, 0.0], [0.0, 0.1, 0.0], [0.0, 0.0, 0.0], [0.0, 0.0, 0.0], [0.0, -0.1, 0.0], [-0.1, 0.0, -0.1], [0.1, 0.0, 0.1], [0.0, 0.0, -0.2], [-0.1, -0.1, 0.0], [0.0, 0.0, 0.0], [0.0, 0.0, 0.1], [-0.1, -0.1, 0.0], [-0.1, 0.0, 0.0], [0.0, 0.0, 0.0], [0.0, 0.1, 0.1], [0.0, 0.0, 0.0], [0.1, 0.1, 0.0], [0.0, 0.0, 0.1], [0.0, 0.0, 0.1], [-0.1, 0.0, -0.1], [0.0, 0.0, 0.0], [0.0, 0.0, 0.0], [0.0, 0.0, 0.0], [0.0, 0.0, 0.0], [0.0, 0.0, 0.0], [0.0, 0.0, -0.1], [0.0, 0.0, 0.0], [0.0, 0.0, 0.0], [0.0, 0.0, 0.0], [0.0, 0.0, 0.0], [0.3, -0.4, 0.4], [-0.2, 0.1, -0.1], [0.0, 0.1, -0.1]], "nbo_charge": [1.05, -0.26, -0.23, -0.20, 0.15, -0.25, -0.20, -0.74, 0.17, -0.29, -0.21, -0.28, -0.23, 0.13, -0.41, -0.36, 0.33, -0.25, -0.18, -0.34, 0.06, -0.58, 0.20, 0.20, 0.21, 0.23, 0.21, 0.21, 0.20, 0.20, 0.22, 0.22, 0.20, 0.21, 0.19, 0.14, -0.14, -0.16, 0.05, -0.24, -0.21, -0.24, -0.21, -0.22, 0.04, -0.22, -0.21, -0.24, -0.22, -0.24, 0.21, 0.20, 0.20, 0.21, 0.23, 0.23, 0.21, 0.20, 0.20, 0.22, -0.86, 0.23, 0.25], "gap_ev": [5.5, 5.0], "lumo_energy_ha": [0.074, 0.066], "energy_ha": -1705.841651, "charge": -1}